1.
69
Properties=species:S:1:pos:R:3:lowdin_charge:R:1 method="wB97M-V/def2-TZVPD" relative_energy_kj_mol=21.9 e_homo_ev=-10.24 orbital_gap_ha=0.2798 energy_ha=-2983.6024 charge=+1 multiplicity=1
La 0.80 0.94 0.25 2.0855
N 3.11 2.52 -0.04 -0.0693
C 3.56 3.10 1.21 -0.2484
C 2.40 3.86 1.78 -0.2045
N 1.11 3.18 1.88 -0.2657
C 0.92 2.56 3.20 -0.1984
C 1.88 1.46 3.61 -0.2092
N 1.60 0.25 2.78 -0.0619
C 0.06 4.16 1.69 -0.2200
C -1.33 3.61 1.48 -0.2255
N -1.28 2.76 0.30 -0.0538
H 3.89 2.15 -0.59 0.1081
H 2.67 3.29 -0.61 0.0985
H 4.34 3.84 1.01 0.1293
H 3.95 2.29 1.80 0.1003
H 2.19 4.74 1.13 0.1334
H 2.64 4.35 2.77 0.1559
H -0.06 2.13 3.21 0.1022
H 0.90 3.40 3.96 0.1528
H 1.70 1.28 4.65 0.1164
H 2.89 1.86 3.49 0.1029
H 0.78 -0.22 3.17 0.0311
H 2.36 -0.43 2.85 0.1035
H 0.32 4.76 0.85 0.1151
H 0.11 4.88 2.50 0.1356
H -1.92 4.50 1.32 0.1195
H -1.81 3.10 2.32 0.1263
H -1.17 3.30 -0.57 0.1049
H -2.15 2.20 0.17 0.0919
N -2.61 -5.69 -3.58 0.1205
C -2.32 -4.57 -2.83 -0.3119
C -1.49 -3.56 -3.27 -0.0098
C -1.30 -2.36 -2.52 -0.0363
C -1.99 -2.16 -1.35 -0.2889
C -2.84 -3.21 -0.87 -0.0510
C -2.92 -4.38 -1.55 -0.0311
S -1.91 -0.67 -0.46 0.6301
O -3.21 -0.08 -0.33 -0.2758
O -0.96 0.19 -1.21 -0.5181
N -1.06 -0.84 0.95 -0.2051
C -1.67 -1.38 2.08 -0.4850
N -2.90 -1.86 1.98 0.1086
C -3.54 -2.24 3.10 -0.0722
C -2.95 -2.18 4.35 -0.0444
C -1.65 -1.80 4.31 -0.1319
N -1.02 -1.35 3.23 0.0924
H -1.99 -5.95 -4.32 0.0894
H -3.06 -6.49 -3.18 0.0930
H -0.97 -3.69 -4.26 0.1289
H -0.58 -1.67 -2.86 0.0819
H -3.41 -3.11 0.09 0.1125
H -3.46 -5.26 -1.18 0.1221
H -4.52 -2.53 2.87 0.1047
H -3.44 -2.41 5.26 0.1008
H -0.99 -1.77 5.17 0.1145
Cl 1.34 -2.10 -6.66 0.6862
C 1.58 -1.48 -5.07 -0.6651
C 2.09 -2.41 -4.12 -0.1336
C 2.38 -2.01 -2.87 -0.5802
Cl 3.39 -2.99 -1.84 0.7150
C 1.91 -0.72 -2.41 -0.3788
O 1.94 -0.43 -1.16 -0.3060
C 1.49 0.23 -3.41 -0.1259
C 1.19 1.62 -3.07 -0.1619
O 1.14 2.18 -1.97 -0.1518
C 1.38 -0.15 -4.76 -0.0488
H 2.39 -3.39 -4.44 0.1106
H 0.93 2.25 -3.91 0.1298
H 1.13 0.60 -5.49 0.1161

2.
56
Properties=species:S:1:pos:R:3:lowdin_charge:R:1 method="wB97M-V/def2-TZVPD" relative_energy_kj_mol=239.6 e_homo_ev="-4.54 / -7.19" orbital_gap_ha="0.1854 / 0.2799" energy_ha=-2930.7478 charge=0 multiplicity=2
C -3.37 1.83 -1.27 -0.0979
C -2.67 1.09 -2.21 -0.0548
C -1.37 0.61 -1.94 -0.2450
C -0.84 0.84 -0.68 -0.1443
C -1.49 1.62 0.25 -0.2970
C -2.79 2.09 -0.03 -0.0525
C -0.61 -0.09 -3.04 -0.1279
C 0.93 0.02 -3.03 -0.1657
N 1.54 0.73 -1.82 -0.3433
Cu 0.88 -0.01 -0.21 0.0980
C -0.81 1.95 1.56 -0.2684
P 1.01 1.60 1.42 0.8594
H -3.11 0.91 -3.20 0.1071
H -3.32 2.67 0.73 0.1021
H -4.36 2.23 -1.51 0.0971
H -1.24 1.35 2.39 0.0913
H -0.94 3.01 1.83 0.0922
H -0.90 -1.16 -3.09 0.1134
H -0.95 0.32 -4.00 0.1121
H 1.39 -0.97 -3.12 0.1019
C 1.47 1.41 3.16 -0.2306
C 1.53 3.32 1.10 -0.2308
H 1.26 0.65 -3.90 0.1187
C 1.33 2.21 -2.14 -0.0500
C 3.03 0.54 -1.90 -0.0999
H 1.89 0.41 0.87 -0.0181
H 1.89 2.38 -3.10 0.0923
H 0.26 2.44 -2.28 0.0999
H 1.74 2.86 -1.35 0.0600
H 3.39 1.01 -2.84 0.0895
H 3.51 1.00 -1.02 0.0822
H 3.27 -0.54 -1.88 0.0884
H 1.58 3.87 2.05 0.0509
H 2.53 3.32 0.64 0.0430
H 0.82 3.86 0.45 0.0604
H 1.28 2.36 3.68 0.0545
H 0.89 0.60 3.62 0.0400
H 2.54 1.16 3.21 0.0562
H 1.90 -0.87 0.09 0.0706
C -1.61 -3.26 3.59 -0.0980
C -1.10 -1.95 3.53 -0.0829
C -0.53 -1.47 2.36 -0.0466
C -0.37 -2.26 1.21 -0.1547
C 0.38 -1.92 0.03 -0.1253
C 0.28 -2.72 -1.08 -0.1169
C -0.33 -4.00 -1.02 -0.0766
C -0.94 -4.43 0.15 -0.0571
C -0.97 -3.58 1.27 -0.1739
C -1.56 -4.06 2.47 -0.0440
H -2.06 -3.66 4.51 0.1046
H -1.15 -1.33 4.42 0.0970
H -0.15 -0.44 2.32 0.0367
H 0.72 -2.45 -2.05 0.0760
H -0.32 -4.66 -1.88 0.0948
H -1.41 -5.41 0.24 0.1062
H -1.96 -5.07 2.46 0.1060